1.
C37H49BrIrN2P2S | the ωB97M-V functional and the def2-TZVPD basis

```
93
Properties=species:S:1:pos:R:3:forces:R:3:mulliken_charge:R:1
C -3.440 -3.017 -4.758 2.3 0.1 1.0 -0.268
C -2.270 -2.245 -4.921 -0.2 0.2 0.1 -0.005
C -2.262 -1.177 -5.841 1.4 -0.8 1.2 -0.098
C -3.471 -0.830 -6.457 -1.8 -0.4 -0.5 -0.298
N -4.582 -1.523 -6.213 -0.8 0.3 -0.5 -0.418
C -4.595 -2.595 -5.421 -1.1 1.2 -1.5 -0.241
C -1.122 -2.391 -4.108 1.3 0.6 -0.4 -0.009
C 0.005 -2.218 -3.626 -2.4 -2.1 -0.1 0.441
C 0.870 -2.535 -2.588 -0.1 0.2 -0.5 0.413
C 0.366 -3.028 -1.355 0.3 0.3 1.0 -0.571
C 1.066 -2.609 -0.233 -0.8 -1.2 -0.9 -0.726
C 1.783 -1.422 -0.486 2.1 -1.0 0.5 0.137
C 2.690 -1.431 -1.581 -0.6 -0.8 -1.5 -0.647
C 2.220 -2.122 -2.679 1.5 1.3 0.5 -1.012
Ir 1.400 0.048 0.688 0.8 2.6 1.6 0.609
P -0.683 0.589 -0.178 -1.6 0.8 -0.7 0.853
H -1.348 -0.606 -5.997 -0.2 -0.1 -0.1 0.539
H -3.444 -3.863 -4.081 -0.1 -0.1 -0.1 0.545
H -3.506 0.031 -7.137 -0.3 -0.3 0.2 0.420
H -5.542 -3.129 -5.295 0.2 0.2 -0.1 0.416
H 2.771 -2.220 -3.615 -0.2 0.2 0.2 0.522
H -0.571 -3.580 -1.304 0.4 -0.2 -0.1 0.666
H 3.629 -0.889 -1.546 -0.2 -0.2 -0.1 0.969
H 1.122 -3.091 0.744 -0.8 0.3 -0.3 1.120
C -1.271 2.036 0.812 0.3 -0.1 0.4 -1.061
C -2.347 2.973 0.261 -0.4 0.4 0.0 -1.701
H -0.384 2.631 1.080 -0.2 -0.3 0.0 0.815
H -1.636 1.602 1.756 0.1 0.0 -0.1 0.477
H -2.514 3.771 0.998 0.1 -0.2 -0.2 0.461
H -2.066 3.464 -0.677 0.1 -0.1 0.2 0.348
H -3.318 2.485 0.120 0.4 0.1 0.0 0.372
C -0.686 1.045 -1.961 0.6 0.1 0.2 1.644
C -2.022 1.344 -2.643 -0.3 0.1 -0.2 -1.503
H -0.193 0.207 -2.477 0.0 0.2 0.1 -0.434
H -0.021 1.913 -2.044 -0.2 -0.3 -0.1 -0.870
H -1.810 1.778 -3.629 0.0 -0.1 0.2 0.454
H -2.614 0.436 -2.815 0.1 0.2 0.2 0.250
H -2.636 2.073 -2.100 0.2 -0.3 -0.2 0.223
C -2.116 -0.589 -0.153 0.6 -0.6 0.3 0.469
C -3.532 -0.040 0.029 -0.4 0.2 0.0 -1.818
H -1.940 -1.307 0.652 -0.2 0.2 -0.3 -0.138
H -2.036 -1.154 -1.095 0.0 0.1 0.2 0.103
H -4.225 -0.891 0.075 0.2 0.2 0.0 0.477
H -3.654 0.511 0.971 0.1 -0.2 -0.3 0.377
H -3.872 0.596 -0.798 0.2 -0.2 0.3 0.341
Br 3.287 0.467 2.395 0.6 -1.0 -0.6 -0.190
P 2.349 2.247 -0.413 0.1 1.0 -0.4 1.208
C 1.307 3.697 -0.940 -0.7 -0.5 0.1 -0.524
C 1.910 5.095 -0.840 0.3 0.3 0.0 -1.497
H 0.399 3.644 -0.328 0.1 0.2 -0.3 0.004
H 1.003 3.519 -1.982 0.1 0.0 0.3 0.466
H 1.171 5.805 -1.229 0.1 -0.1 0.1 0.439
H 2.129 5.398 0.189 -0.1 0.0 -0.2 0.391
H 2.820 5.216 -1.441 -0.2 -0.1 0.2 0.311
C 3.575 3.050 0.700 -0.1 -0.5 1.0 0.151
C 4.996 3.199 0.210 0.5 0.2 -0.2 -1.428
H 3.603 2.393 1.597 0.0 0.7 -0.5 -0.029
H 3.166 4.000 1.064 0.0 -0.3 -0.2 0.349
H 5.646 3.314 1.086 -0.1 0.0 -0.2 0.456
H 5.344 2.319 -0.343 0.0 0.2 0.1 0.298
H 5.122 4.095 -0.408 0.0 -0.2 0.1 0.333
C 3.095 1.711 -2.020 0.0 -0.8 0.5 -0.250
C 3.679 2.765 -2.951 0.2 0.4 -0.1 -1.418
H 2.290 1.163 -2.539 0.2 0.1 0.2 0.215
H 3.856 0.967 -1.754 -0.1 0.3 -0.2 0.271
H 4.087 2.257 -3.833 -0.1 0.1 0.2 0.447
H 2.923 3.472 -3.305 0.1 -0.1 0.1 0.321
H 4.502 3.322 -2.494 -0.2 -0.1 -0.1 0.259
N 0.585 -0.345 2.493 -1.0 0.0 -0.1 -0.276
S 1.188 -1.542 3.516 -1.5 0.8 1.1 0.137
C 0.466 -0.937 5.052 0.6 0.2 0.3 0.595
C 1.333 -0.522 6.070 0.0 -0.1 -0.2 -0.438
C 0.786 -0.049 7.263 -0.1 0.0 -0.1 -0.714
C -0.605 0.030 7.417 0.2 -0.1 -0.1 -0.457
C -1.454 -0.349 6.368 0.2 0.0 -0.3 -0.771
C -0.917 -0.832 5.172 -0.4 -0.1 0.2 -0.026
C 0.117 -2.961 3.219 -0.5 -0.8 -0.1 0.860
C -0.807 -2.905 2.189 0.1 0.1 -0.4 -0.158
C -1.548 -4.030 1.824 0.2 0.1 0.5 -0.468
C -1.441 -5.190 2.596 0.1 0.1 -0.1 -0.769
C -0.580 -5.227 3.703 0.1 0.3 0.0 -0.738
C 0.217 -4.119 4.011 0.3 0.4 0.0 -0.709
H 0.210 0.443 3.032 -0.1 -0.5 0.1 0.373
H 2.407 -0.572 5.900 -0.2 0.0 0.3 0.422
H 1.447 0.253 8.074 -0.2 -0.1 -0.2 0.444
H -1.031 0.384 8.360 0.2 -0.1 -0.4 0.433
H -2.535 -0.276 6.475 0.3 0.0 0.0 0.434
H -1.559 -1.130 4.345 0.0 0.0 0.3 0.384
H -0.874 -1.968 1.649 0.0 -0.5 0.2 0.304
H -2.200 -3.991 0.952 0.0 0.0 0.3 0.516
H -2.032 -6.068 2.336 0.2 0.2 0.1 0.439
H -0.524 -6.126 4.323 0.0 0.4 -0.2 0.444
H 0.898 -4.119 4.864 -0.1 -0.3 -0.2 0.519
```
Positions in Å, forces in eV/Å.

Results
2S+1   6
Orbital gap (alpha / beta)   6.52 / 3.66 eV
Net charge   +4
DFT total energy   -144390.0261 eV
LUMO level (alpha / beta)   -11.54 / -14.89 eV

---

2.
C5H12Cl2F3NO6PS | the ωB97M-V functional and the def2-TZVPD basis

```
31
Properties=species:S:1:pos:R:3:forces:R:3:mulliken_charge:R:1
C 4.230 -0.138 -0.715 0.0 -0.3 -0.2 -1.090
C 2.924 -0.917 -0.869 0.4 -0.3 0.1 -0.262
O 1.942 -0.178 -1.635 -0.2 0.1 0.2 -0.365
C 1.124 0.651 -0.933 1.0 0.5 -0.5 -0.799
N -0.356 0.273 -1.267 -0.2 -0.2 1.0 -0.098
P -0.909 -1.400 -0.865 -1.1 -1.2 -1.0 0.546
O -1.940 -1.737 -1.842 0.2 0.4 0.3 -0.564
O -1.406 -1.353 0.626 0.2 0.2 -0.4 -0.274
O 0.391 -2.258 -0.924 0.1 0.3 0.3 -0.352
S -1.345 1.602 -0.469 0.3 1.6 0.8 1.048
O -0.979 2.785 -1.163 -0.1 -0.6 -0.6 -0.529
O -1.095 1.513 0.924 -0.1 -0.6 -0.2 -0.558
C -3.177 1.267 -0.844 0.5 0.0 0.0 0.809
F -3.306 0.716 -2.010 0.0 -0.4 -0.7 -0.187
F -3.675 0.538 0.107 -0.2 -0.6 0.5 -0.166
F -3.687 2.454 -0.826 -0.4 0.9 0.0 -0.162
H 5.009 -0.620 -1.303 0.0 0.1 0.0 0.321
H 4.117 0.873 -1.101 0.0 0.1 0.2 0.315
H 4.575 -0.123 0.316 -0.1 0.2 0.0 0.317
H 2.506 -1.227 0.091 -0.1 0.2 0.0 0.346
H 3.094 -1.836 -1.426 -0.1 0.1 -0.1 0.362
H 1.231 1.680 -1.284 -0.2 0.0 0.0 0.545
H 1.256 0.652 0.152 -0.2 -0.4 0.0 0.529
H -0.527 0.389 -2.275 0.2 -0.2 -0.1 0.482
H -2.308 -1.728 0.615 0.0 0.2 0.4 0.362
H 0.155 -3.201 -0.992 0.2 0.1 -0.1 0.380
C -1.588 0.400 3.926 -0.1 0.0 0.1 0.470
Cl -2.916 -0.659 4.413 0.0 0.0 0.0 -0.162
Cl -0.007 -0.342 4.197 0.1 0.0 -0.1 -0.165
H -1.688 0.606 2.873 0.0 0.0 -0.1 -0.434
H -1.645 1.316 4.502 0.0 0.0 0.1 0.334
```
Positions in Å, forces in eV/Å.

Results
2S+1   1
Orbital gap   9.47 eV
Net charge   +1
DFT total energy   -72469.3104 eV
LUMO level   -3.94 eV

---

3.
C3H34N2O14 | the ωB97M-V functional and the def2-TZVPD basis

```
53
Properties=species:S:1:pos:R:3:forces:R:3:mulliken_charge:R:1
C 0.441 -1.961 3.099 0.1 -2.0 3.5 0.081
N -0.448 -2.682 2.377 -1.2 0.8 -0.3 -0.070
C -0.687 -2.495 0.992 0.5 0.5 -3.4 0.043
C -2.190 -2.315 0.588 0.1 0.9 2.8 -0.225
N -2.412 -1.742 -0.735 1.0 0.2 -1.4 -0.443
O 0.428 -2.080 4.345 0.1 1.1 -2.0 -0.651
H 1.309 -1.511 2.603 -0.4 0.3 -0.5 0.304
H -1.330 -2.928 2.817 0.7 -0.1 0.8 0.285
H -0.225 -3.338 0.428 -0.6 0.8 0.3 0.255
H -0.152 -1.553 0.596 -0.6 -1.3 0.7 -0.238
H -2.739 -3.282 0.737 0.4 0.8 -0.4 0.322
H -2.591 -1.595 1.410 0.4 -1.2 -1.6 -0.030
H -1.550 -1.282 -1.155 -1.3 -1.0 1.0 0.138
H -2.715 -2.454 -1.410 0.3 0.4 0.4 0.252
H 1.395 0.940 -4.609 -0.4 -0.2 -0.6 0.321
H 0.062 0.254 -4.453 0.4 0.4 -0.7 0.321
O 0.688 0.535 -5.158 0.1 -0.2 1.3 -0.671
H 0.276 3.918 -2.023 0.7 -0.5 0.1 0.249
H 1.718 3.483 -1.467 -1.7 -0.4 -1.0 0.385
O 0.942 3.205 -2.077 1.1 1.1 0.7 -0.641
H 4.255 -1.547 1.130 2.5 0.3 -0.8 0.223
H 3.204 -2.670 1.100 0.4 -1.7 -0.3 0.315
O 3.401 -1.793 1.354 -2.5 1.2 1.4 -0.559
H 0.489 -0.634 -2.320 0.0 -0.1 1.3 0.250
H 1.330 -1.390 -3.121 1.5 -0.9 -2.7 0.281
O 1.109 -1.409 -2.228 -1.6 1.7 0.8 -0.566
H 2.116 -2.329 -0.036 0.2 0.5 0.2 0.236
H 1.270 -2.555 -1.223 0.5 -1.2 1.1 0.567
O 1.649 -3.061 -0.430 -0.1 0.1 -1.3 -0.744
H -2.707 0.493 -2.259 0.0 1.7 0.1 0.308
H -2.342 1.888 -2.920 0.1 0.2 -1.3 0.308
O -2.617 1.482 -2.117 -1.3 -1.9 0.9 -0.739
H -3.172 3.440 -0.605 0.8 -1.7 2.4 0.295
H -2.615 2.038 -0.234 -0.2 0.3 0.0 0.417
O -2.863 2.868 0.201 -0.7 1.6 -2.1 -0.701
H -0.970 1.308 -1.992 -0.7 0.0 0.6 0.297
H 0.489 1.657 -2.326 -1.3 -1.3 -0.1 0.411
O -0.220 0.896 -2.403 2.8 0.8 -0.4 -0.544
H -3.727 0.476 3.062 0.4 -1.6 0.0 0.292
H -3.573 -0.905 3.675 -1.1 -2.6 4.5 0.242
O -3.382 -0.452 2.940 0.6 4.4 -4.2 -0.607
H 2.151 2.900 0.480 -0.6 0.9 -0.1 0.359
H 2.799 4.183 0.654 6.0 3.5 4.1 0.253
O 2.161 3.853 0.188 -5.3 -4.3 -3.8 -0.613
H 2.961 0.577 -1.561 -0.4 -0.3 0.2 0.294
H 4.253 1.148 -1.990 2.7 0.0 0.4 0.254
O 3.359 1.174 -2.194 -2.5 0.2 -0.6 -0.562
H -1.764 0.901 2.566 -1.7 -2.4 0.3 0.303
H -1.867 2.329 1.997 -1.6 1.3 -1.2 0.287
O -1.342 1.700 2.422 3.4 1.0 0.8 -0.534
H 1.239 1.268 2.259 -0.3 -0.3 2.2 0.258
H 0.475 1.347 1.016 -3.9 -0.4 -1.3 0.263
O 1.299 1.459 1.357 4.3 0.7 -1.0 -0.528
```
Positions in Å, forces in eV/Å.

Results
2S+1   1
Orbital gap   8.85 eV
DFT total energy   -35306.4379 eV
LUMO level   -0.08 eV